[1]
Here is a molecular structure, C13H33ClNO15S6 from OMol25. Energies are from the ωB97M-V functional and the def2-TZVPD basis.

Values from the calculation:
HOMO energy (eV): -6.0
2S+1: 1
Frontier orbital gap (eV): 7.662
Total charge: -1

Each line ends with the natural charge from an NBO analysis.
Positions of all 69 atoms, in Å:
O 2.62031 -1.24523 -2.75002  -1.01
S 3.12760 0.10434 -2.85902  2.17
O 4.16197 0.48702 -1.93205  -0.98
N 1.88587 1.11543 -2.84778  -1.27
S 2.15873 2.55882 -3.48871  2.32
O 2.13438 3.61728 -2.50822  -0.98
O 3.26470 2.56722 -4.42588  -1.00
C 0.67379 2.79834 -4.44147  -0.67
C -0.59310 2.50852 -3.62024  -0.41
C -1.49770 1.40051 -4.18880  -0.41
C -1.55998 0.10726 -3.35865  -0.66
S -0.92377 -1.39747 -4.08780  2.10
O -2.00679 -2.06960 -4.74793  -0.93
O -0.19711 -2.12614 -3.09871  -0.89
Cl 0.38644 -0.80252 -5.52547  -0.22
H 3.65768 0.20466 -4.09176  -0.04
H 0.70294 3.84860 -4.72048  0.23
H 0.74490 2.18848 -5.33790  0.22
H -1.17188 3.42807 -3.57323  0.21
H -0.32100 2.25830 -2.59877  0.24
H -1.23429 1.18158 -5.21956  0.22
H -2.51583 1.78490 -4.22227  0.21
H -2.60189 -0.11668 -3.15618  0.26
H -1.04885 0.19456 -2.40493  0.28
O -3.14512 0.37090 -0.67952  -0.95
S -3.73813 -0.87951 -0.30458  2.39
O -5.11178 -1.13070 -0.62154  -0.95
O -3.50121 -1.09815 1.24856  -0.72
C -3.87311 -0.02104 2.14069  -0.08
C -5.37030 0.09636 2.34113  -0.64
C -2.76081 -2.21509 -0.88983  -0.89
H -3.44193 0.91124 1.77532  0.20
H -3.38318 -0.26276 3.08055  0.21
H -5.87814 0.38927 1.42371  0.22
H -5.57067 0.85100 3.10273  0.22
H -5.78977 -0.85701 2.66379  0.21
H -1.71730 -2.04135 -0.64063  0.27
H -2.88979 -2.24827 -1.97030  0.26
H -3.12845 -3.13465 -0.44358  0.25
O 6.79329 -2.60661 0.22453  -0.94
S 6.35900 -3.96707 0.17958  2.40
O 6.96438 -4.87096 -0.75234  -0.95
O 4.79121 -4.03144 0.06416  -0.74
C 4.11701 -3.28506 -1.00361  -0.08
C 4.30080 -3.92069 -2.36120  -0.65
C 6.47828 -4.67162 1.79152  -0.89
H 4.44290 -2.24595 -0.99310  0.23
H 3.07054 -3.30029 -0.71316  0.20
H 5.33771 -3.86155 -2.69198  0.21
H 3.67738 -3.39149 -3.07813  0.26
H 4.01860 -4.97518 -2.33993  0.20
H 6.01013 -3.99824 2.50341  0.25
H 7.53864 -4.78206 2.00714  0.24
H 5.99022 -5.64198 1.78438  0.24
O -1.88747 1.15238 4.81350  -0.94
S -2.60981 2.09940 5.60494  2.39
O -3.81862 2.66927 5.09440  -0.94
O -1.61962 3.25153 6.05476  -0.73
C -0.84993 3.91095 5.01452  -0.08
C -1.67352 4.87512 4.18805  -0.64
C -2.92431 1.42940 7.20039  -0.89
H -0.37212 3.15201 4.39437  0.21
H -0.06902 4.43761 5.55801  0.20
H -2.42964 4.35690 3.60154  0.23
H -1.01844 5.41175 3.50211  0.23
H -2.18117 5.59518 4.82994  0.21
H -2.00234 1.01297 7.59533  0.25
H -3.67160 0.65057 7.06672  0.25
H -3.30993 2.21861 7.83947  0.25

***

[2]
Here is a molecular structure, C4H7NO at a distorted geometry from OMol25. Energies are from the ωB97M-V functional and the def2-TZVPD basis.

Values from the calculation:
HOMO energy (alpha / beta) (eV): -8.8 / -8.4
ΔE to the lowest compared entry with this formula, charge and spin (kcal/mol): 121.48
2S+1: 1
Frontier orbital gap (alpha / beta) (eV): 8.750 / 8.384
Total charge: 0

Each line ends with the natural charge from an NBO analysis.
Positions of all 13 atoms, in Å:
O 0.00061 0.15210 2.32918  -0.70
C -0.44433 -0.30982 1.07319  0.02
C -0.98970 0.50493 -0.21125  -0.40
C 0.00587 -0.10535 -1.21763  -0.11
N 1.13120 0.68815 -1.30464  -0.59
C 0.53675 -0.79910 0.08212  -0.07
H 0.90640 0.47712 2.26180  0.47
H -1.27799 -0.97608 1.35364  0.20
H -0.91560 1.58768 -0.17286  0.24
H -1.98586 0.13381 -0.43541  0.22
H -0.32385 -0.73301 -2.04740  0.19
H 1.77117 0.25807 -1.99400  0.32
H 1.58535 -0.87849 0.28325  0.20

***

[3]
Here is C3H5NO3 in the gas phase at a distorted geometry from OMol25. Energies are from the ωB97M-V functional and the def2-TZVPD basis.

Values from the calculation:
HOMO energy (eV): -10.2
ΔE to the lowest compared entry with this formula, charge and spin (kcal/mol): 36.50
2S+1: 1
Frontier orbital gap (eV): 10.741
SMILES: O=CCNC(=O)O
Total charge: 0

Each line ends with the natural charge from an NBO analysis.
Positions of all 12 atoms, in Å:
O 2.10902 0.74654 0.97824  -0.49
C 1.34179 0.95270 0.08167  0.44
C -0.15279 1.19486 0.25783  -0.30
N -0.89031 -0.04342 0.13461  -0.63
C -0.84079 -1.32578 -0.31051  0.89
O 0.38883 -1.70200 -0.72363  -0.73
O -1.79847 -2.05249 -0.26585  -0.61
H 1.70715 0.97618 -0.95884  0.11
H -0.41707 1.96747 -0.47020  0.20
H -0.33161 1.60398 1.25299  0.22
H -1.88018 0.13775 0.28370  0.40
H 0.76443 -2.45577 -0.26002  0.51

***

[4]
Here is a molecular structure, C34H52MnN2OP at a distorted geometry from OMol25. Energies are from the ωB97M-V functional and the def2-TZVPD basis.

Values from the calculation:
HOMO energy (alpha / beta) (eV): -9.9 / -10.4
⟨S²⟩: 4.145
ΔE to the lowest compared entry with this formula, charge and spin (kcal/mol): 30.77
2S+1: 4
Frontier orbital gap (alpha / beta) (eV): 5.162 / 7.557
Total charge: +1

Each line ends with the Löwdin spin population.
Positions of all 91 atoms, in Å:
C 2.41302 0.03428 0.46565  -0.09
C 2.40204 -1.08824 -0.40272  -0.08
C 2.05550 -0.64439 -1.69700  -0.03
H 2.59555 -2.11595 -0.10540  0.00
C 1.74717 0.76815 -1.63195  -0.06
C 2.03034 1.20145 -0.30224  0.00
H 1.59471 1.44538 -2.48546  0.00
C -0.39857 -2.37856 0.31037  -0.11
C 0.38001 -3.37286 -0.35120  0.09
C 0.09060 -3.34213 -1.73752  -0.05
H 1.04726 -4.07241 0.15104  0.01
C -0.86555 -2.31365 -1.98899  0.09
C -1.11892 -1.62585 -0.73525  -0.05
H 2.14149 -1.25611 -2.60011  0.00
H 2.00334 2.24123 0.02933  0.00
H 2.64958 -0.01791 1.51831  0.00
H -1.95631 -0.94822 -0.52287  0.00
H 0.43659 -4.12156 -2.41947  0.00
H -0.75205 -2.49144 1.32448  -0.01
Mn 0.40709 -0.24818 -0.23535  3.09
C -1.35279 -1.79296 -3.33015  0.01
C -2.85384 -1.51247 -3.49449  0.00
C -0.88956 -2.71348 -4.47008  0.00
H -3.44604 -2.42980 -3.32334  0.00
H -2.97701 -1.17592 -4.54172  0.00
H -3.17545 -0.72083 -2.81347  0.00
H -1.32002 -3.72332 -4.40917  0.00
H 0.21548 -2.78727 -4.48369  0.00
H -1.22440 -2.23779 -5.40458  0.00
C -0.51947 -0.47168 -3.55363  0.01
C -1.01318 0.91356 -3.15910  0.00
H -0.15180 -0.48779 -4.58630  0.00
H 0.43685 -0.65509 -2.99748  0.00
O -1.00881 1.20628 -1.93049  0.03
N -1.34909 1.78091 -4.20861  0.00
C -0.33048 2.45282 -5.11012  0.00
H -2.28874 2.21913 -4.15984  0.00
C 0.97388 1.70034 -5.31905  0.00
C 2.18296 2.17963 -4.79412  0.00
H 2.21059 3.16256 -4.32952  0.00
C 3.31275 1.34760 -4.80674  0.00
H 4.23912 1.68127 -4.33044  0.00
C 3.26215 0.09214 -5.41878  0.00
H 4.12321 -0.57656 -5.39489  0.00
C 2.09227 -0.31181 -6.07244  0.00
H 2.02400 -1.27893 -6.57399  0.00
C 0.97888 0.53811 -6.11485  0.00
H 0.07837 0.30030 -6.68390  0.00
H -0.05294 3.42492 -4.65530  0.00
H -0.78877 2.61122 -6.10939  0.00
C -2.96056 0.76474 1.97823  0.00
C -2.21740 0.14351 3.18562  0.01
C -2.73162 0.78864 4.49076  0.00
C -2.53746 -1.35264 3.19238  0.00
P -0.33857 0.38708 2.98673  0.04
N -0.06302 0.11657 1.42763  0.07
C 0.13286 2.18340 3.44036  0.01
C 0.12383 2.42162 4.96333  0.00
C 1.54852 2.49643 2.92288  0.00
C -0.83866 3.13683 2.71964  0.00
C 0.65867 -0.79784 4.08748  0.00
C 2.12191 -0.34799 4.22778  0.00
C 0.04086 -0.86091 5.49461  0.00
C 0.67431 -2.19375 3.45683  0.00
H -3.99950 0.38349 1.99394  0.00
H -2.50269 0.44951 1.02478  0.00
H -3.00155 1.86377 2.01618  0.00
H -3.80532 0.55344 4.58965  0.00
H -2.24201 0.37849 5.38538  0.00
H -2.65383 1.88856 4.50236  0.00
H -2.18693 -1.83409 2.26433  0.00
H -2.14604 -1.87877 4.07224  0.00
H -3.63434 -1.47303 3.20574  0.00
H 0.93053 1.86849 5.46113  0.00
H 0.32654 3.49033 5.13453  0.00
H -0.83622 2.18510 5.43621  0.00
H 1.63198 2.18579 1.87613  0.00
H 1.71296 3.58696 2.99100  0.00
H 2.33408 2.01272 3.51545  0.00
H -0.87039 2.89919 1.64308  0.00
H -1.85183 3.12602 3.14495  0.00
H -0.45115 4.16559 2.81312  0.00
H 2.69226 -1.12180 4.76484  0.00
H 2.23717 0.57108 4.80980  0.00
H 2.60789 -0.22858 3.25518  0.00
H -0.96612 -1.28177 5.50587  0.00
H 0.66439 -1.50900 6.12421  0.00
H 0.02022 0.12054 5.97683  0.00
H -0.32652 -2.62738 3.36920  0.00
H 1.14089 -2.17277 2.46532  0.00
H 1.27091 -2.87574 4.08029  0.00

***

[5]
Here is a molecular structure, C6H7LiNaO6 at a distorted geometry from OMol25. Energies are from the ωB97M-V functional and the def2-TZVPD basis.

Values from the calculation:
HOMO energy (eV): -12.2
ΔE to the lowest compared entry with this formula, charge and spin (kcal/mol): 1.00
2S+1: 1
Frontier orbital gap (eV): 8.168
Total charge: +1

Each line ends with the natural charge from an NBO analysis.
Positions of all 21 atoms, in Å:
Na 0.28687 -3.23250 -1.45189  0.98
O 0.26964 -1.22138 -0.27459  -0.58
O 2.26865 -0.85167 0.99373  -0.47
C 3.10752 -1.98345 1.27875  -0.11
C 3.48862 -2.45195 -0.11644  -0.10
O 2.32249 -2.08858 -0.87750  -0.57
C 1.66334 -1.07211 -0.19943  0.71
H 3.95588 -1.64016 1.87632  0.23
H 2.53272 -2.74070 1.83067  0.19
H 3.63000 -3.53341 -0.19775  0.21
H 4.35649 -1.91375 -0.51862  0.21
Li -1.83396 4.94837 0.06336  0.96
O -2.05858 3.36546 -1.07967  -0.81
O -0.49411 1.80315 -0.98983  -0.53
C 0.69634 1.32859 -0.39642  -0.11
C 0.92885 -0.04181 -0.93026  0.04
O -0.35877 3.64277 0.31477  -0.84
C -0.98251 2.99303 -0.55679  0.95
H 1.54350 1.99448 -0.60778  0.22
H 0.90312 -0.11922 -2.02259  0.20
H 0.55251 1.13330 0.70148  0.22

***

[6]
Here is a molecular structure, C11H26N4O7SSr at a distorted geometry from OMol25. Energies are from the ωB97M-V functional and the def2-TZVPD basis.

Values from the calculation:
HOMO energy (alpha / beta) (eV): -6.6 / -6.6
ΔE to the lowest compared entry with this formula, charge and spin (kcal/mol): 0.00
2S+1: 1
Frontier orbital gap (alpha / beta) (eV): 5.696 / 4.382
Total charge: 0

Each line ends with the natural charge from an NBO analysis.
Positions of all 50 atoms, in Å:
O -1.48890 1.46006 -1.80773  -0.85
H -1.57216 1.10247 -2.89898  0.36
Sr -0.89191 0.92331 0.75169  1.83
N 0.79946 2.83377 0.50232  -0.12
N 1.69022 0.87423 -0.73114  -0.11
N -2.79699 -0.94542 0.99322  -0.13
N -0.55868 -1.61233 -0.09237  -0.27
O 0.01003 3.75796 0.88624  -0.46
O -3.91756 -0.55153 1.51173  -0.62
O 0.69241 -2.03693 -0.46335  -0.64
O 1.90780 -0.08855 -1.57496  -0.48
C 2.35722 2.03739 -1.00864  0.15
C 1.86828 3.15237 -0.28640  0.13
C -2.65943 -2.26412 0.74824  0.01
C -1.40982 -2.63080 0.12994  0.22
C 2.37151 4.53566 -0.45203  -0.68
H 2.11487 4.93669 -1.44467  0.23
H 3.46502 4.56652 -0.35552  0.23
H 1.92750 5.18669 0.30709  0.25
C 3.40158 2.14062 -2.05916  -0.68
H 2.95367 2.36107 -3.04213  0.24
H 3.95519 1.19895 -2.14341  0.25
H 4.10434 2.95155 -1.82866  0.22
C -3.68758 -3.28123 1.10099  -0.67
C -1.11530 -4.06361 -0.16787  -0.69
H -4.57482 -2.79238 1.51371  0.26
H -3.29549 -3.98930 1.84489  0.21
H -3.97663 -3.86631 0.21779  0.21
H -0.22376 -4.14543 -0.79510  0.25
H -1.96384 -4.52835 -0.68654  0.23
H -0.94855 -4.63355 0.75901  0.23
H -3.50609 0.97646 1.62866  0.52
H 1.12825 -1.21874 -0.93604  0.49
C -1.69334 0.91106 -4.18455  -0.60
H -2.18769 1.78903 -4.60464  0.20
H -2.28799 0.00660 -4.32916  0.22
H -0.68011 0.79266 -4.58089  0.21
O -2.87565 1.78496 1.57354  -1.08
H -1.66954 2.41285 -1.86953  0.47
H -3.33032 2.57934 1.89399  0.50
C 1.22145 -2.44741 2.92068  -0.83
S 1.44517 -0.71289 3.33050  1.26
C 2.82351 -0.34089 2.24281  -0.84
O 0.24006 0.00171 2.74900  -1.06
H 2.13594 -2.98505 3.19870  0.23
H 1.00259 -2.55319 1.84900  0.27
H 0.38297 -2.81152 3.52859  0.24
H 2.47432 -0.08965 1.22738  0.27
H 3.33597 0.51839 2.69841  0.24
H 3.50282 -1.20320 2.23536  0.24

***

[7]
Here is a molecular structure, C14H14N2NiS5Sb at a distorted geometry from OMol25. Energies are from the ωB97M-V functional and the def2-TZVPD basis.

Values from the calculation:
HOMO energy (alpha / beta) (eV): -4.5 / -4.5
ΔE to the lowest compared entry with this formula, charge and spin (kcal/mol): 2.76
2S+1: 1
Frontier orbital gap (alpha / beta) (eV): 6.853 / 6.829
Total charge: -1

Each line ends with the natural charge from an NBO analysis.
Positions of all 37 atoms, in Å:
Ni 0.38477 -0.02335 -0.04527  0.75
C -3.37221 2.09377 1.06156  -0.63
C -2.77737 1.07443 0.12687  -0.02
C -3.18481 -0.25266 0.15683  -0.22
C -2.62787 -1.18553 -0.71328  -0.22
C -1.66556 -0.79948 -1.63512  -0.25
C -1.24498 0.53525 -1.68592  -0.23
C -1.80447 1.45769 -0.80259  -0.25
H -4.16070 1.65098 1.67003  0.21
H -3.79367 2.93192 0.50393  0.22
H -2.60676 2.49498 1.72899  0.23
H -3.94482 -0.56395 0.86523  0.20
H -2.95741 -2.21642 -0.67427  0.21
H -1.27121 -1.51117 -2.34665  0.24
H -0.57323 0.86947 -2.46371  0.26
H -1.50661 2.49754 -0.86269  0.23
S 3.25454 1.85035 -3.74845  -0.78
Sb 3.32482 0.59020 -1.87206  1.34
S 1.66382 1.59439 -0.41393  -0.69
S 1.68266 -1.25115 -1.16552  -0.74
S 5.27429 0.68348 -0.71249  -0.84
N 3.04218 -0.62675 1.77601  -0.79
C 1.99111 -0.41285 2.55858  0.34
N 0.74130 -0.40343 2.16599  -0.63
C -0.11781 -0.29913 3.25137  0.22
C -1.50560 -0.29436 3.19077  -0.26
C -2.23890 -0.16364 4.35893  -0.20
C -1.60926 -0.03958 5.59640  -0.24
C -0.22452 -0.06500 5.67711  -0.21
C 0.50192 -0.18941 4.50325  -0.25
S 2.22947 -0.23245 4.29968  0.32
H 2.85618 -0.72689 0.77911  0.45
H 3.96751 -0.34148 2.04745  0.42
H -1.99291 -0.39476 2.23209  0.23
H -3.32081 -0.15426 4.30725  0.20
H -2.19909 0.07528 6.49634  0.21
H 0.28153 0.00651 6.63144  0.21

***

Question: Number 6 is which compound?
Answer: C11H26N4O7SSr

***

Question: Which formula does entry 6 have?
Answer: C11H26N4O7SSr

***

Question: Which value of 2S+1 does entry 6 give?
Answer: 1